Entry 1:
{"formula": "C17H19LaNPS", "method": "wB97M-V/def2-TZVPD", "elements": ["C", "C", "C", "C", "C", "La", "P", "H", "H", "H", "H", "H", "H", "H", "H", "N", "S", "C", "C", "C", "C", "C", "C", "C", "C", "C", "C", "C", "C", "H", "H", "H", "H", "H", "H", "H", "H", "H", "H", "H"], "xyz": [[-0.216, 0.078, -4.963], [-1.008, 1.212, -4.596], [-0.146, 2.318, -4.283], [1.210, 1.869, -4.426], [1.205, 0.485, -4.841], [0.870, -0.599, -1.791], [0.057, -3.288, -2.450], [-0.562, -0.837, -5.457], [-2.084, 1.295, -4.709], [-0.462, 3.292, -3.890], [2.051, -0.066, -5.260], [2.088, 2.511, -4.348], [1.276, -3.958, -2.942], [-1.087, -3.933, -3.090], [0.019, -3.730, -1.056], [-0.555, 0.435, -0.461], [0.808, 0.457, 0.653], [0.100, 1.616, 1.901], [-1.219, 1.488, 2.329], [-1.723, 2.379, 3.290], [-0.900, 3.361, 3.852], [0.442, 3.437, 3.461], [0.948, 2.567, 2.486], [0.523, -1.124, 1.436], [1.526, -1.602, 2.288], [1.296, -2.786, 2.984], [0.082, -3.475, 2.838], [-0.898, -2.974, 1.978], [-0.678, -1.799, 1.246], [-1.335, 1.069, -0.161], [-1.883, 0.723, 1.921], [-2.762, 2.309, 3.607], [-1.284, 4.036, 4.621], [1.104, 4.178, 3.907], [1.989, 2.615, 2.157], [2.460, -1.038, 2.325], [2.085, -3.170, 3.625], [-0.087, -4.382, 3.429], [-1.831, -3.525, 1.872], [-1.417, -1.443, 0.519]], "multiplicity": 1, "e_above_lowest_kj_mol": 0.00, "homo_lumo_gap_ha": [0.171, 0.189], "molar_mass_g_mol": 439.29, "e_lumo_ev": [0.0, -0.1], "total_charge": 0}


Entry 2:
{"formula": "C17H19N2O4PtS3", "method": "wB97M-V/def2-TZVPD", "elements": ["Pt", "O", "C", "C", "C", "C", "C", "C", "N", "H", "H", "H", "H", "H", "H", "H", "O", "S", "O", "N", "C", "S", "C", "C", "C", "C", "C", "C", "H", "H", "H", "H", "O", "S", "C", "C", "C", "C", "H", "H", "H", "H", "H", "H", "H", "H"], "xyz": [[-0.305, -0.562, 0.388], [-1.629, -1.824, -1.997], [-2.841, -1.250, -1.518], [-2.676, 0.236, -1.334], [-3.493, 1.119, -2.020], [-3.364, 2.483, -1.817], [-2.415, 2.935, -0.917], [-1.639, 2.006, -0.253], [-1.763, 0.688, -0.460], [-1.596, -2.746, -1.723], [-3.139, -1.691, -0.562], [-3.643, -1.420, -2.238], [-4.224, 0.726, -2.713], [-3.996, 3.179, -2.352], [-2.279, 3.986, -0.711], [-0.916, 2.303, 0.493], [-1.514, 1.147, 2.680], [-1.469, -0.113, 3.373], [-2.623, -0.572, 4.066], [-0.917, -1.298, 2.257], [0.429, -1.412, 2.402], [1.243, -2.102, 1.088], [0.976, -0.835, 3.640], [2.254, -0.965, 4.156], [2.506, -0.411, 5.404], [1.504, 0.247, 6.112], [0.220, 0.382, 5.593], [-0.007, -0.164, 4.349], [3.022, -1.493, 3.608], [3.491, -0.502, 5.841], [1.726, 0.656, 7.089], [-0.561, 0.892, 6.138], [0.774, -0.027, -1.287], [1.394, -1.122, -2.188], [3.075, -0.524, -2.456], [3.008, 0.436, -3.638], [2.079, -0.244, -4.640], [0.838, -0.654, -3.850], [3.685, -1.404, -2.673], [3.396, -0.093, -1.509], [3.997, 0.631, -4.048], [2.584, 1.388, -3.312], [2.565, -1.128, -5.057], [1.808, 0.404, -5.472], [0.267, -1.477, -4.273], [0.168, 0.186, -3.660]], "multiplicity": 1, "e_above_lowest_kj_mol": 0.00, "homo_lumo_gap_ha": 0.308, "molar_mass_g_mol": 606.63, "e_lumo_ev": -3.5, "total_charge": 1}


Entry 3:
{"formula": "C17H19N7O2", "method": "wB97M-V/def2-TZVPD", "elements": ["N", "C", "O", "C", "N", "C", "C", "N", "C", "C", "C", "O", "C", "C", "N", "N", "C", "C", "C", "C", "C", "N", "C", "C", "C", "N", "H", "H", "H", "H", "H", "H", "H", "H", "H", "H", "H", "H", "H", "H", "H", "H", "H", "H", "H"], "xyz": [[3.309, 2.783, -2.485], [2.776, 1.515, -2.403], [3.168, 0.787, -3.294], [1.968, 1.099, -1.258], [2.328, 1.636, -0.076], [1.628, 1.278, 0.974], [0.583, 0.354, 0.873], [-0.188, -0.174, 1.900], [-0.243, 0.333, 3.301], [-0.227, -0.840, 4.297], [-0.397, -0.393, 5.770], [-1.527, 0.450, 5.839], [-1.446, 1.608, 5.027], [-1.444, 1.225, 3.543], [-2.698, 0.557, 3.154], [0.207, -0.211, -0.230], [0.897, 0.157, -1.355], [0.388, -0.496, -2.618], [-0.601, -1.460, -2.620], [-0.921, -1.878, -3.989], [-1.717, -2.877, -4.581], [-1.755, -3.041, -5.922], [-0.938, -2.295, -6.685], [-0.112, -1.294, -6.148], [-0.098, -1.101, -4.770], [0.689, -0.250, -3.979], [4.050, 2.942, -3.173], [3.156, 3.426, -1.702], [1.874, 1.754, 1.937], [-0.901, -0.834, 1.576], [0.664, 0.909, 3.523], [0.724, -1.356, 4.161], [-1.054, -1.537, 4.125], [-0.520, -1.272, 6.400], [0.495, 0.181, 6.116], [-2.303, 2.240, 5.247], [-0.534, 2.175, 5.228], [-1.436, 2.158, 2.962], [-2.634, 0.291, 2.172], [-2.884, -0.241, 3.753], [-1.072, -1.825, -1.716], [-2.288, -3.547, -3.958], [-0.977, -2.452, -7.728], [0.504, -0.725, -6.835], [1.509, 0.241, -4.353]], "multiplicity": 1, "e_above_lowest_kj_mol": 0.00, "homo_lumo_gap_ha": 0.284, "molar_mass_g_mol": 353.39, "e_lumo_ev": -0.3, "total_charge": 0, "smiles": "NC(=O)c1ncc(N[C@@H]2CCOC[C@@H]2N)nc1-c1cc2cnccc2[nH]1"}


Entry 4:
{"formula": "C17H19NO", "method": "wB97M-V/def2-TZVPD", "elements": ["C", "C", "C", "N", "C", "C", "C", "C", "C", "C", "H", "H", "H", "H", "H", "H", "H", "H", "H", "C", "C", "C", "C", "C", "C", "O", "C", "C", "H", "H", "H", "H", "H", "H", "H", "H", "H", "H"], "xyz": [[1.832, -2.377, 1.450], [1.653, -1.134, 2.203], [0.548, -0.944, 3.194], [0.833, 0.337, 3.901], [1.896, 0.944, 3.171], [2.457, 2.152, 3.506], [3.554, 2.676, 2.890], [4.179, 1.832, 2.004], [3.728, 0.502, 1.726], [2.581, 0.025, 2.289], [0.973, -2.975, 1.538], [2.899, -2.731, 1.671], [2.011, -2.184, 0.413], [-0.253, -1.655, 3.521], [0.150, 0.949, 4.495], [1.954, 2.676, 4.304], [3.968, 3.714, 3.091], [5.049, 2.211, 1.338], [4.193, 0.106, 0.970], [-2.837, 2.475, -2.830], [-2.869, 1.288, -3.621], [-2.509, 0.034, -2.812], [-1.343, -0.087, -2.006], [-0.985, -1.379, -1.664], [-1.861, -2.484, -1.887], [-1.430, -3.666, -1.244], [-3.137, -2.264, -2.444], [-3.521, -1.056, -2.899], [-2.412, 2.336, -1.804], [-3.785, 3.191, -2.828], [-1.789, 3.084, -3.065], [-3.842, 1.256, -4.142], [-2.259, 1.374, -4.642], [-0.831, 0.826, -1.884], [-0.097, -1.406, -1.039], [-0.433, -3.584, -1.171], [-3.769, -3.075, -2.436], [-4.496, -0.983, -3.260]], "multiplicity": 1, "e_above_lowest_kj_mol": 554.04, "homo_lumo_gap_ha": 0.311, "molar_mass_g_mol": 253.35, "e_lumo_ev": 0.7, "total_charge": 0, "smiles": "Cc1c[nH]c2ccccc12.CCc1ccc(O)cc1"}


Entry 5:
{"formula": "C17H19NO3", "method": "wB97M-V/def2-TZVPD", "elements": ["C", "O", "C", "C", "C", "C", "C", "C", "O", "C", "C", "N", "C", "O", "C", "C", "C", "C", "C", "C", "C", "H", "H", "H", "H", "H", "H", "H", "H", "H", "H", "H", "H", "H", "H", "H", "H", "H", "H", "H"], "xyz": [[0.587, 4.018, -2.718], [1.577, 3.019, -2.613], [1.736, 2.302, -1.461], [2.987, 1.706, -1.329], [3.310, 0.931, -0.232], [2.371, 0.749, 0.765], [1.116, 1.321, 0.646], [0.769, 2.091, -0.458], [-0.461, 2.680, -0.638], [-1.529, 2.432, 0.248], [-2.384, 1.228, -0.185], [-1.677, -0.029, -0.166], [-1.628, -0.801, 0.949], [-2.170, -0.464, 1.985], [-0.876, -2.080, 0.769], [0.354, -2.069, 0.119], [1.086, -3.232, -0.030], [0.585, -4.424, 0.463], [-0.639, -4.441, 1.108], [-1.384, -3.281, 1.279], [-2.711, -3.334, 1.968], [0.591, 4.682, -1.851], [-0.411, 3.594, -2.842], [0.852, 4.587, -3.610], [3.698, 1.875, -2.122], [4.287, 0.481, -0.157], [2.597, 0.151, 1.634], [0.398, 1.135, 1.428], [-1.191, 2.304, 1.278], [-2.153, 3.330, 0.198], [-2.764, 1.400, -1.194], [-3.218, 1.145, 0.516], [-1.152, -0.297, -0.982], [0.765, -1.138, -0.247], [2.043, -3.204, -0.529], [1.148, -5.338, 0.350], [-1.025, -5.374, 1.492], [-3.508, -3.061, 1.277], [-2.906, -4.332, 2.352], [-2.735, -2.621, 2.789]], "multiplicity": 1, "e_above_lowest_kj_mol": 111.45, "homo_lumo_gap_ha": 0.330, "molar_mass_g_mol": 285.34, "e_lumo_ev": 0.8, "total_charge": 0, "smiles": "COc1ccccc1OCCNC(=O)c1ccccc1C"}


Entry 6:
{"formula": "C17H19NO5S", "method": "wB97M-V/def2-TZVPD", "elements": ["C", "C", "O", "C", "C", "C", "C", "C", "C", "N", "C", "C", "O", "O", "C", "S", "O", "O", "C", "C", "C", "C", "C", "C", "H", "H", "H", "H", "H", "H", "H", "H", "H", "H", "H", "H", "H", "H", "H", "H", "H", "H", "H"], "xyz": [[-2.149, -3.006, -0.981], [-1.418, -3.090, 0.263], [-0.735, -1.915, 0.419], [0.525, -1.544, -0.013], [0.971, -2.142, -1.019], [2.454, -1.856, -1.468], [3.234, -0.771, -0.841], [2.497, -0.104, -0.068], [1.280, -0.403, 0.442], [0.732, 0.308, 1.614], [-0.055, -0.294, 2.395], [-1.476, -0.598, 2.417], [-2.137, -1.321, 3.066], [-1.942, 0.310, 1.519], [-3.253, 0.397, 1.463], [1.209, 1.894, 1.449], [2.474, 2.291, 1.771], [-0.085, 2.662, 2.511], [0.864, 2.326, -0.151], [-0.488, 2.121, -0.773], [-0.488, 2.423, -1.952], [0.339, 3.075, -2.598], [1.648, 3.398, -2.078], [1.747, 2.922, -0.912], [-1.536, -2.824, -1.753], [-2.644, -2.148, -0.917], [-2.640, -3.801, -1.142], [-1.927, -3.130, 1.065], [-0.419, -3.805, 0.111], [0.842, -3.175, -1.345], [2.710, -2.494, -2.456], [4.182, -0.761, -1.498], [3.106, 0.726, 0.528], [0.113, 0.406, 3.482], [0.453, -1.110, 3.069], [-3.722, 1.341, 1.453], [-3.528, -0.194, 0.317], [-3.940, -0.159, 2.104], [-0.960, 1.545, -0.052], [-1.449, 2.055, -2.556], [0.439, 3.267, -3.802], [2.317, 3.928, -2.791], [2.851, 3.252, -0.292]], "multiplicity": 1, "e_above_lowest_kj_mol": 1810.05, "homo_lumo_gap_ha": 0.302, "molar_mass_g_mol": 349.41, "e_lumo_ev": -0.3, "total_charge": 0, "smiles": "CCOc1ccccc1N(CC(=O)OC)S(=O)(=O)c1ccccc1"}